{
  "formula": "C40H92IN2O20P6S",
  "method": "the ωB97M-V functional and the def2-TZVPD basis",
  "energy_ha": -5937.5863,
  "gap_ev": 6.345,
  "e_lumo_ev": -2.32,
  "homo_ha": -0.3184,
  "total_charge": 1,
  "elements": ["C", "C", "C", "N", "C", "C", "C", "C", "C", "C", "C", "C", "C", "C", "C", "C", "C", "S", "C", "C", "N", "P", "C", "C", "C", "C", "C", "I", "C", "C", "H", "H", "H", "H", "H", "H", "H", "H", "H", "H", "H", "H", "H", "H", "H", "H", "H", "H", "H", "H", "H", "H", "H", "H", "H", "H", "H", "H", "H", "H", "H", "H", "H", "H", "H", "H", "H", "H", "H", "H", "H", "H", "H", "H", "H", "H", "H", "C", "O", "P", "O", "O", "C", "O", "C", "H", "H", "H", "H", "H", "H", "H", "H", "H", "C", "O", "P", "O", "O", "C", "O", "C", "H", "H", "H", "H", "H", "H", "H", "H", "H", "C", "O", "P", "O", "O", "C", "O", "C", "H", "H", "H", "H", "H", "H", "H", "H", "H", "C", "O", "P", "O", "O", "C", "O", "C", "H", "H", "H", "H", "H", "H", "H", "H", "H", "C", "O", "P", "O", "O", "C", "O", "C", "H", "H", "H", "H", "H", "H", "H", "H", "H"],
  "positions_angstrom": [[-5.384170, -6.911941, -1.206506], [-5.521644, -6.076253, -2.492585], [-5.623130, -4.572718, -2.223188], [-4.546289, -4.073220, -1.354257], [-3.255733, -3.901618, -1.833306], [-2.797485, -4.195509, -3.220612], [-1.762305, -5.352087, -3.270573], [-0.616769, -5.047048, -4.246865], [-1.193545, -4.878058, -5.676267], [0.467848, -6.113802, -4.178406], [1.664928, -5.884358, -5.116648], [2.687711, -4.872578, -4.667291], [2.445028, -3.774949, -3.846830], [2.214280, -3.953568, -2.362425], [2.403944, -2.425228, -4.484140], [-2.556292, -3.408610, -0.785228], [-1.114388, -3.027300, -0.869444], [-0.946196, -1.659487, -2.080371], [0.441329, -0.579579, -1.683029], [0.271707, 0.363519, -0.488563], [-3.409239, -3.293204, 0.306876], [-3.050569, -2.654663, 1.942260], [-1.815371, -1.327269, 1.781972], [-2.187750, -3.997196, 2.849427], [-1.438156, -5.019966, 1.990224], [-4.626207, -3.724012, -0.073148], [-5.934516, -3.812960, 0.658723], [-5.838180, -4.589635, 2.641816], [-6.679499, -2.472802, 0.556398], [-8.119387, -2.564701, 1.101958], [-5.066404, -6.329509, -0.343024], [-4.627736, -7.676346, -1.366650], [-6.318348, -7.407547, -0.955180], [-6.435974, -6.350057, -3.013527], [-4.658324, -6.237135, -3.132641], [-5.545878, -3.985926, -3.136103], [-6.579711, -4.294256, -1.791787], [-3.640462, -4.494072, -3.834978], [-2.348788, -3.312492, -3.670045], [-1.367075, -5.606129, -2.286059], [-2.252310, -6.250332, -3.658621], [-0.246070, -4.059770, -3.954462], [-1.065678, -3.857642, -6.033624], [-2.256818, -5.115594, -5.703872], [-0.687083, -5.525736, -6.387699], [0.860597, -6.176885, -3.162947], [0.048533, -7.096971, -4.407559], [2.181853, -6.846430, -5.205547], [1.347646, -5.593243, -6.118346], [3.706307, -5.030699, -5.023502], [2.297675, -3.005843, -1.829701], [1.237888, -4.379532, -2.099585], [2.998556, -4.595664, -1.976220], [1.373845, -2.188573, -4.762398], [2.985574, -2.464219, -5.410361], [2.812399, -1.599151, -3.890249], [-0.663641, -2.791655, 0.084358], [-0.596507, -3.883660, -1.295938], [1.376662, -1.130777, -1.622719], [0.491518, 0.064376, -2.562298], [-0.753787, 0.725500, -0.503363], [0.476146, -0.156969, 0.442603], [0.963654, 1.192786, -0.617248], [-2.020679, -0.672820, 0.939469], [-0.793762, -1.702227, 1.751604], [-1.901070, -0.755566, 2.707486], [-1.556248, -3.565814, 3.626162], [-2.989122, -4.531826, 3.355344], [-0.604820, -4.565636, 1.456241], [-1.000442, -5.784371, 2.632103], [-2.114165, -5.537813, 1.311521], [-6.522469, -4.539979, 0.111168], [-6.108616, -1.664346, 1.004897], [-6.779170, -2.297105, -0.518250], [-8.831145, -2.328087, 0.313138], [-8.299038, -1.890540, 1.932195], [-8.346035, -3.590511, 1.387572], [-0.143452, 0.228166, 9.348391], [-0.039807, -0.206185, 7.975072], [-1.054473, 0.408247, 6.885244], [-0.916625, -0.425900, 5.680442], [-0.314095, 1.840537, 6.774439], [0.974854, 1.889995, 6.168172], [-2.477465, 1.126999, 6.906647], [-3.596713, 0.384023, 7.450909], [0.719213, -0.165624, 9.877414], [-0.136977, 1.317569, 9.413094], [-1.048763, -0.164068, 9.809869], [1.134989, 1.043530, 5.500159], [1.749866, 1.900186, 6.936309], [1.036029, 2.815279, 5.599050], [-3.418741, 0.130988, 8.495207], [-3.770542, -0.518984, 6.863433], [-4.471199, 1.023484, 7.394823], [0.082443, 4.031212, -7.685084], [0.902164, 2.855056, -7.837323], [1.963037, 2.486766, -6.687629], [2.855508, 1.462612, -7.235024], [0.905547, 1.918108, -5.606546], [0.264927, 0.672551, -5.858019], [2.704924, 3.349504, -5.564536], [3.516143, 4.473394, -5.985117], [-0.667254, 4.007473, -8.470185], [-0.416668, 4.036722, -6.713866], [0.680489, 4.934895, -7.799045], [0.828335, 0.042308, -6.546765], [-0.737894, 0.838453, -6.256732], [0.171408, 0.153583, -4.903926], [2.913610, 5.216664, -6.506972], [4.328254, 4.130348, -6.626484], [3.928615, 4.923606, -5.086443], [2.889560, 2.886608, -2.460913], [3.904198, 3.862955, -2.756412], [4.382092, 4.888627, -1.598871], [5.172608, 5.919686, -2.284972], [5.255836, 3.802063, -0.789477], [6.453325, 3.303983, -1.388137], [3.805057, 5.464271, -0.221809], [2.574138, 6.220809, -0.262172], [2.834994, 2.206928, -3.307141], [3.137431, 2.320366, -1.559090], [1.919950, 3.371790, -2.339609], [6.849788, 3.997999, -2.128399], [6.261914, 2.337480, -1.857777], [7.185377, 3.169731, -0.595823], [1.751377, 5.611721, -0.637382], [2.697131, 7.108662, -0.883064], [2.350376, 6.523456, 0.755802], [7.778513, 6.208934, -3.801084], [9.195778, 6.060333, -3.554627], [10.205759, 6.031128, -4.804458], [11.497419, 5.554152, -4.299761], [10.163871, 7.604009, -5.141915], [10.800023, 8.500359, -4.232300], [10.028416, 5.638930, -6.345519], [9.535140, 4.318482, -6.647018], [7.286770, 6.371029, -2.850632], [7.582198, 7.063057, -4.452720], [7.374881, 5.301073, -4.251806], [11.568405, 7.995420, -3.647348], [10.058591, 8.939787, -3.562738], [11.257110, 9.294324, -4.818659], [8.536992, 4.167603, -6.233401], [10.218741, 3.562409, -6.258901], [9.482639, 4.232903, -7.728110], [-6.801010, 4.186785, 12.071460], [-6.171839, 3.030292, 11.484138], [-4.703335, 2.592857, 11.997863], [-4.209648, 1.603999, 11.029403], [-5.213239, 1.958588, 13.390278], [-5.980049, 0.756645, 13.348234], [-3.473039, 3.285156, 12.751790], [-2.830511, 4.411930, 12.114273], [-7.827996, 4.210903, 11.719326], [-6.798375, 4.120712, 13.161074], [-6.300184, 5.101384, 11.754578], [-5.793673, 0.196309, 12.432160], [-7.043510, 0.988915, 13.425666], [-5.691022, 0.152759, 14.205243], [-3.529655, 5.236755, 11.977622], [-2.411044, 4.113420, 11.152683], [-2.029389, 4.737618, 12.770150]],
  "atomic_forces_ev_per_a": [[0.041, -0.103, -0.379], [0.005, 0.461, 0.686], [-0.082, 0.194, 0.037], [-0.193, -0.368, -0.813], [-0.286, 0.257, 0.381], [0.196, -0.664, 0.130], [0.140, -0.208, -0.534], [-0.621, 0.310, -0.148], [0.178, 0.020, 0.224], [0.280, 0.249, -0.220], [0.935, -1.364, 2.021], [-0.418, 0.440, 0.227], [-0.041, -0.687, -0.094], [-1.239, 0.198, -0.243], [2.067, 0.349, 0.353], [0.542, 0.079, -0.215], [0.200, 0.019, -0.124], [-0.471, 0.294, -0.258], [0.263, 0.310, 0.473], [-0.139, -0.632, -0.450], [0.825, 0.025, -0.014], [-1.288, 0.839, 1.271], [0.416, -0.463, -0.176], [-0.096, -0.685, -0.764], [0.310, 0.042, 0.507], [-0.048, -0.208, 0.181], [0.275, 0.709, -0.156], [-0.098, -0.223, -0.061], [-0.614, -0.390, -0.002], [0.123, -0.092, -0.370], [0.043, 0.038, 0.029], [-0.047, -0.150, 0.140], [-0.034, -0.009, 0.088], [0.130, -0.115, -0.289], [-0.085, -0.170, -0.178], [-0.053, -0.112, -0.142], [-0.023, -0.084, 0.122], [-0.100, 0.275, -0.105], [-0.104, 0.151, 0.065], [-0.037, 0.091, 0.096], [-0.094, -0.117, 0.258], [0.430, -0.139, 0.097], [-0.067, 0.037, -0.079], [-0.043, -0.029, -0.107], [-0.072, -0.082, -0.060], [-0.087, -0.110, 0.084], [-0.246, 0.056, -0.036], [-0.166, -0.100, -0.352], [0.051, 0.114, -0.041], [-0.392, 1.082, -1.746], [-0.042, 0.104, -0.136], [0.067, -0.098, 0.137], [-0.092, -0.161, 0.105], [-0.094, -0.140, 0.058], [-0.149, 0.076, -0.138], [-0.190, 0.056, 0.109], [-0.026, 0.070, 0.041], [0.184, -0.024, 0.179], [0.010, -0.063, -0.095], [-0.008, -0.295, -0.289], [0.016, 0.246, 0.222], [-0.021, 0.166, 0.173], [0.025, 0.094, 0.230], [-0.012, 0.021, -0.063], [0.089, 0.138, -0.133], [-0.152, 0.007, 0.045], [0.045, 0.301, -0.123], [-0.006, 0.060, 0.186], [-0.061, -0.041, -0.223], [-0.010, -0.038, 0.040], [0.035, 0.102, -0.199], [-0.039, -0.223, 0.237], [0.093, 0.003, 0.014], [0.342, 0.295, -0.038], [-0.031, 0.198, 0.019], [0.001, -0.102, 0.157], [-0.062, 0.038, 0.294], [0.123, 0.092, 0.112], [-2.167, -0.460, 1.109], [2.882, 2.211, -3.290], [-0.411, -0.649, 0.266], [-0.258, 0.114, -0.357], [0.147, 0.016, 0.148], [-0.299, -1.303, 2.183], [-0.107, -0.079, -0.078], [0.035, -0.045, -0.087], [-0.016, -0.015, -0.068], [-0.004, 0.013, 0.004], [-0.031, -0.012, 0.007], [0.002, -0.053, -0.003], [-0.037, 0.009, -0.001], [-0.076, 0.049, 0.032], [0.043, 0.012, -0.008], [0.067, 0.094, -0.017], [-0.170, -0.031, 0.020], [0.957, 2.002, 0.334], [-0.543, -3.930, 1.326], [0.192, 0.407, -0.421], [0.170, -0.064, 0.349], [-0.255, -0.060, -0.041], [-0.754, 1.784, -1.475], [0.280, 0.012, 0.078], [0.037, -0.075, -0.036], [0.044, -0.044, 0.002], [0.000, -0.004, -0.013], [0.111, 0.112, -0.012], [0.032, 0.027, -0.055], [0.020, -0.004, 0.008], [-0.023, -0.020, -0.017], [-0.036, -0.018, -0.018], [-0.035, -0.096, 0.039], [-0.016, -0.280, 0.000], [-2.181, 0.915, 0.713], [4.905, -0.873, 0.654], [-0.829, 0.243, -0.400], [0.114, 0.303, 0.244], [-0.022, -0.205, -0.073], [-2.367, -0.640, -1.127], [0.109, 0.231, 0.033], [0.038, 0.107, -0.045], [0.097, 0.109, 0.020], [-0.017, -0.031, -0.039], [-0.015, 0.029, 0.018], [-0.021, 0.031, -0.047], [-0.013, 0.037, 0.026], [-0.007, -0.007, 0.011], [0.003, -0.015, -0.010], [0.075, -0.033, 0.028], [0.058, 0.194, 0.031], [-1.098, -1.528, -1.348], [3.083, 3.067, 0.545], [-0.316, -0.603, 0.147], [0.155, -0.089, -0.312], [-0.092, 0.119, 0.133], [-2.051, -1.005, 0.816], [0.211, -0.080, -0.067], [0.075, -0.012, 0.049], [0.080, -0.017, -0.017], [-0.029, 0.005, 0.019], [-0.002, -0.035, -0.030], [-0.001, -0.047, 0.025], [0.001, -0.024, -0.038], [-0.002, -0.003, -0.008], [-0.012, 0.008, 0.017], [0.032, 0.072, -0.009], [-0.154, -0.036, 0.124], [1.239, 2.171, -0.281], [-0.529, -4.622, 1.772], [0.100, 0.554, -0.658], [0.398, -0.128, 0.078], [-0.208, 0.023, 0.029], [-1.064, 2.213, -1.032], [0.203, -0.114, -0.059], [0.015, -0.074, -0.053], [0.041, -0.048, -0.021], [-0.011, 0.001, -0.014], [0.029, 0.023, -0.009], [0.000, 0.008, -0.051], [0.037, 0.019, 0.007], [0.005, 0.012, 0.011], [-0.026, 0.002, -0.002], [-0.019, -0.063, 0.056]]
}